[1]
{"formula": "C16H9N3O8STe4Zn", "method": "ωB97M-V/def2-TZVPD", "elements": ["C", "C", "H", "H", "O", "N", "C", "C", "Te", "H", "C", "H", "C", "C", "Te", "C", "H", "C", "O", "O", "N", "S", "C", "O", "C", "H", "C", "O", "N", "H", "C", "C", "O", "C", "O", "O", "H", "H", "Te", "C", "Te", "Zn"], "coordinates": [[-1.00501, -1.13086, 0.99994], [0.76510, 0.26897, -5.10405], [-1.31813, -9.08320, 5.78561], [-2.66704, -4.26070, 0.67956], [3.14654, 3.18035, -1.85542], [2.69019, 1.07074, -6.35258], [-2.64493, -4.09146, 4.52756], [-2.66437, -4.22049, 1.76063], [2.95931, 2.58949, 0.35600], [-2.63708, -4.04655, 5.60977], [-3.21831, -5.25017, 2.49963], [0.45659, -0.32407, -5.94833], [-1.99479, -8.25338, 5.97584], [-3.20455, -5.19638, 3.89046], [1.36843, 3.57998, 2.37740], [-2.10492, -3.05666, 3.78598], [3.10564, 2.51904, -4.13555], [2.25292, 1.86253, -4.06201], [-2.20818, -8.12253, 3.60549], [1.27755, 2.96191, -0.77772], [-1.17360, -0.58038, -3.95905], [-3.89972, -6.49818, 4.87938], [-1.52298, -2.03660, 1.62919], [-2.07010, -0.35770, -3.17493], [1.50771, 1.88634, -2.91129], [-1.46207, -7.42920, 6.45275], [0.40518, 0.94825, -2.73138], [3.68133, 1.78577, -6.38106], [1.81224, 2.98111, -2.04281], [-3.65619, -6.10557, 2.00256], [-2.09520, -3.10161, 2.38504], [1.89238, 1.04719, -5.14050], [-1.22768, -1.46393, -4.81088], [0.02732, 0.26305, -3.93458], [-0.13342, 0.63767, -1.63550], [2.31777, 0.40937, -7.31384], [-1.67397, -2.19376, 4.27593], [-2.79733, -8.54833, 6.65381], [-1.09863, 2.66907, 1.69839], [-2.57488, -7.74901, 4.68060], [2.58465, -0.02062, 0.68142], [-0.18194, 0.57206, 0.32268]], "nbo_charge": [-0.55, -0.16, 0.22, 0.23, -0.68, 0.54, -0.23, -0.20, 0.98, 0.21, -0.19, 0.26, -0.72, -0.23, -0.21, -0.15, 0.26, -0.19, -0.52, -0.65, 0.54, 0.13, -0.15, -0.36, 0.01, 0.24, 0.51, -0.43, 0.12, 0.22, -0.10, -0.06, -0.45, -0.12, -0.82, -0.44, 0.22, 0.23, -0.61, 0.47, -0.61, 1.46], "fmax_ha_per_bohr": 0.00992, "e_homo_ha": -0.071, "e_tot_ev": -126008.1607, "lumo_ev": 3.249, "orbital_gap_ev": 5.176, "molar_mass_g_mol": 979.12, "de_lowest_ev": 0.000, "charge": -2}

---

[2]
{"formula": "C10H20CrN2PS", "method": "ωB97M-V/def2-TZVPD", "elements": ["H", "H", "H", "Cr", "H", "H", "H", "N", "H", "S", "H", "H", "C", "N", "P", "H", "C", "C", "C", "H", "H", "H", "H", "C", "H", "H", "C", "C", "H", "C", "H", "H", "C", "H", "C"], "coordinates": [[-1.95843, -0.05514, -1.89634], [1.80802, 0.68278, 2.45217], [3.85793, -1.79927, -0.73756], [1.26993, -0.44392, -1.17754], [2.23047, 0.94887, -3.75312], [-1.64638, -2.60435, 1.15780], [-3.47438, 0.64945, 1.96160], [-1.85999, -0.51628, 1.26023], [-0.32013, 2.17785, 3.64507], [0.67194, -1.31329, 0.91783], [1.24709, 2.38560, 2.39454], [3.89130, 0.79268, -1.62777], [-0.55116, -0.19926, 1.38963], [-0.22028, 1.00756, 1.94080], [-0.76565, 0.73414, -1.75335], [1.53567, 1.47959, 0.87340], [1.64712, -1.14177, -3.22482], [-0.92355, 1.40152, 3.16705], [-2.84591, 0.55574, 1.06465], [-2.13682, -1.85299, -0.38610], [-3.49474, 0.30276, 0.21537], [-2.34616, 1.50913, 0.86468], [-1.03421, 0.56137, 3.86956], [2.30023, 0.10091, -3.07983], [1.86026, -3.10572, -2.11201], [-1.24850, 1.98185, -1.25301], [1.18272, 1.40835, 1.91185], [3.15571, -1.35073, -1.44649], [0.90923, -1.39670, -3.98336], [2.14473, -2.05603, -2.21013], [-3.30530, -1.96993, 0.96117], [-0.61312, 1.09895, -3.12112], [-2.25091, -1.81119, 0.70896], [-1.90867, 1.81997, 2.94190], [3.19192, 0.01750, -1.93572]], "nbo_charge": [0.00, 0.21, 0.23, 0.25, 0.23, 0.24, 0.20, -0.44, 0.22, -0.18, 0.19, 0.23, 0.39, -0.47, 0.14, 0.23, -0.34, -0.41, -0.42, 0.21, 0.21, 0.22, 0.20, -0.30, 0.24, -0.01, -0.41, -0.33, 0.23, -0.37, 0.20, 0.00, -0.41, 0.20, -0.40], "spin_multiplicity": 4, "fmax_ha_per_bohr": 0.05522, "e_homo_ha": [-0.203, -0.181], "e_tot_ev": -62216.7592, "lumo_ev": [0.506, 0.490], "orbital_gap_ev": [6.029, 5.421], "molar_mass_g_mol": 283.32, "de_lowest_ev": 0.000}